No. 1
Here is a molecular structure, C5H8N2O3S in a non-equilibrium geometry from OMol25. Energies are from ωB97M-V/def2-TZVPD.

```
! wB97M-V def2-TZVPD RIJCOSX def2/J DEFGRID3
* xyz 0 1
C 2.40 -1.58 0.73
C 0.92 -0.25 -0.40
C -0.35 0.20 -0.81
C -1.53 0.68 1.32
C -2.31 -0.41 2.10
H 2.81 -1.88 -0.30
H 3.16 -0.72 1.02
H 2.36 -2.21 1.69
H -0.54 1.12 1.76
H -2.05 1.73 1.14
H -1.48 -1.30 2.04
H -3.32 -0.65 1.73
H -3.35 -0.33 3.93
N 1.88 0.14 -1.24
N -0.31 0.80 -2.00
O 1.01 -1.07 0.73
O -1.52 0.13 -0.05
O -2.40 0.05 3.39
S 1.25 0.81 -2.53
*
```

As for the HOMO-LUMO gap: 9.540 eV. The HOMO energy comes out at -0.332 hartree. The calculation puts the relative energy (zero: lowest compared OMol25 entry of this formula, charge and spin) at 3.9522 eV.


No. 2
Here is 2 unconnected molecules or ions with the total composition C5H8N2O3S in a non-equilibrium geometry from OMol25. Energies are from ωB97M-V/def2-TZVPD.

```
! wB97M-V def2-TZVPD RIJCOSX def2/J DEFGRID3
* xyz 0 1
O -1.31 2.30 -0.80
C -1.60 1.06 -0.37
O -2.83 0.67 -0.73
C -0.68 0.27 0.21
N 0.62 0.72 0.56
C 0.91 0.16 1.83
C 0.54 -1.33 1.74
S -1.07 -1.33 0.95
H -0.50 2.64 -0.40
H -3.09 -0.11 -0.38
H 1.34 0.43 -0.05
H 0.23 0.62 2.60
H 1.95 0.34 2.09
H 1.25 -1.87 1.07
H 0.44 -1.71 2.70
N 0.91 -0.43 -3.36
C 1.02 -1.10 -2.41
O 1.50 -1.71 -1.56
H 0.38 0.36 -3.72
*
```

Its SMILES is OC(O)=C1NCCS1.N=C=O. As for the HOMO-LUMO gap: 8.064 eV. The HOMO energy comes out at -0.276 hartree. The calculation puts the relative energy (zero: lowest compared OMol25 entry of this formula, charge and spin) at 1.2860 eV.


No. 3
Here is 2 unconnected molecules or ions with the total composition C5H8N2O5PS2 in a non-equilibrium geometry from OMol25. Energies are from ωB97M-V/def2-TZVPD.

```
! wB97M-V def2-TZVPD RIJCOSX def2/J DEFGRID3
* xyz -1 1
C -3.44 -1.69 -0.09
C -2.12 -1.37 -0.08
C -2.96 0.75 -0.42
C -0.57 0.60 -0.55
C 3.70 0.21 -0.78
N -1.88 -0.04 -0.24
N 4.60 -0.07 -1.59
O 0.81 -1.03 1.25
O -0.78 0.68 2.17
O 1.47 1.46 1.24
O -1.11 -2.27 -0.19
O 3.74 1.40 -0.16
P 0.45 0.38 1.08
S -3.01 2.39 -0.69
S -4.36 -0.21 -0.10
H -3.82 -2.71 -0.09
H -0.62 1.72 -0.48
H 2.88 -0.45 -0.53
H 0.04 0.10 -1.28
H -0.37 1.28 2.88
H 4.82 -0.92 -2.06
H -0.41 -1.74 0.35
H 2.93 1.53 0.37
*
```

As for the HOMO-LUMO gap: 7.636 eV. The HOMO energy comes out at -0.180 hartree. The calculation puts the relative energy (zero: lowest compared OMol25 entry of this formula, charge and spin) at 0.0000 eV.


No. 4
Here is C5H8N2S in the gas phase in a non-equilibrium geometry from OMol25. Energies are from ωB97M-V/def2-TZVPD.

```
! wB97M-V def2-TZVPD RIJCOSX def2/J DEFGRID3
* xyz 0 1
C 0.30 2.54 0.09
C 0.00 1.06 0.06
C 0.58 0.17 0.81
C 0.24 -1.31 0.88
N 0.49 -2.05 -0.32
N -0.52 -2.06 -1.20
C -1.20 -1.04 -1.52
S -1.27 0.66 -1.11
H 1.02 2.89 0.86
H -0.61 3.13 0.19
H 0.74 2.95 -0.84
H 1.44 0.49 1.42
H 0.90 -1.75 1.65
H -0.80 -1.44 1.25
H 0.73 -3.00 -0.05
H -2.03 -1.24 -2.18
*
```

Its SMILES is CC1=CCNN=CS1. As for the HOMO-LUMO gap: 8.854 eV. The HOMO energy comes out at -0.294 hartree. The calculation puts the relative energy (zero: lowest compared OMol25 entry of this formula, charge and spin) at 2.2385 eV.


No. 5
Here is C5H8N2S in the gas phase in a non-equilibrium geometry from OMol25. Energies are from ωB97M-V/def2-TZVPD.

```
! wB97M-V def2-TZVPD RIJCOSX def2/J DEFGRID3
* xyz 0 1
N -3.36 -0.06 -0.34
C -1.89 -0.03 -0.48
C -1.09 0.66 0.66
C 0.25 1.28 0.14
C 1.17 0.05 -0.13
S 2.90 -0.03 -0.20
N 0.41 -1.06 0.21
C -1.00 -0.83 0.57
H -3.84 0.86 -0.59
H -3.72 -0.90 -0.80
H -1.46 -0.04 -1.54
H -1.56 1.32 1.41
H 0.14 1.60 -1.00
H 0.73 1.99 0.74
H 1.02 -1.95 -0.02
H -1.69 -1.24 1.29
*
```

Its SMILES is N[C@H]1[C@@H]2CC(=S)N[C@H]12. As for the HOMO-LUMO gap: 8.819 eV. The HOMO energy comes out at -0.303 hartree. The calculation puts the relative energy (zero: lowest compared OMol25 entry of this formula, charge and spin) at 2.7758 eV.


No. 6
Here is C5H8N2S in the gas phase in a non-equilibrium geometry from OMol25. Energies are from ωB97M-V/def2-TZVPD.

```
! wB97M-V def2-TZVPD RIJCOSX def2/J DEFGRID3
* xyz 0 1
C 1.48 -1.58 0.06
N 0.79 -0.41 -0.42
C 1.35 0.37 -1.44
N 1.00 1.59 -1.50
C 0.15 1.90 -0.35
C 0.23 0.61 0.51
C -1.07 0.17 1.13
S -1.97 -1.13 0.82
H 0.79 -2.23 0.58
H 2.31 -1.24 0.72
H 1.87 -2.16 -0.80
H 2.07 0.02 -2.20
H -0.88 2.10 -0.69
H 0.54 2.77 0.24
H 0.98 0.75 1.32
H -1.49 0.95 1.79
*
```

Its SMILES is CN1C=NC[C@H]1C=S. As for the HOMO-LUMO gap: 8.426 eV. The HOMO energy comes out at -0.320 hartree. The calculation puts the relative energy (zero: lowest compared OMol25 entry of this formula, charge and spin) at 1.6415 eV.


No. 7
Here is C5H8N2S in the gas phase in a non-equilibrium geometry from OMol25. Energies are from ωB97M-V/def2-TZVPD.

```
! wB97M-V def2-TZVPD RIJCOSX def2/J DEFGRID3
* xyz 0 1
C -2.31 -0.31 -1.39
C -1.87 -0.54 -0.05
C 0.28 -0.05 -0.76
C 1.69 0.20 -0.34
C -0.14 0.01 1.62
N -0.53 -0.16 0.23
N -3.11 -1.06 -1.94
S -3.02 -0.72 1.12
H -1.87 0.64 -1.72
H 2.22 0.67 -1.18
H 1.78 1.09 0.43
H 1.95 -0.71 0.20
H -1.14 -0.09 2.27
H 0.63 -0.73 2.03
H 0.44 1.00 1.86
H -3.31 -0.86 -2.91
*
```

As for the HOMO-LUMO gap: 7.435 eV. The HOMO energy comes out at -0.307 hartree. The calculation puts the relative energy (zero: lowest compared OMol25 entry of this formula, charge and spin) at 4.8235 eV.


No. 8
Here is a gas-phase ion, C5H8N3 (charge +1) in a non-equilibrium geometry from OMol25. Energies are from ωB97M-V/def2-TZVPD.

```
! wB97M-V def2-TZVPD RIJCOSX def2/J DEFGRID3
* xyz 1 3
C -2.30 0.10 -0.36
C -1.78 -1.25 -0.36
C 0.48 -0.47 0.33
C 0.20 0.97 -0.03
C 1.78 -0.88 -0.48
N -0.58 -1.47 0.02
N -2.56 1.22 -0.16
N 0.22 1.85 0.87
H -2.50 -2.04 -0.44
H 0.51 -0.70 1.44
H 0.16 1.26 -1.10
H 1.97 -0.01 -1.19
H 1.51 -1.65 -1.01
H 2.63 -1.17 0.08
H 0.05 2.76 0.59
H 0.21 1.47 1.80
*
```

As for the HOMO-LUMO gap (alpha / beta): 5.801 / 7.548 eV. The HOMO energy (alpha / beta) comes out at -0.407 / -0.555 hartree. The calculation puts the relative energy (zero: lowest compared OMol25 entry of this formula, charge and spin) at 1.9623 eV.


No. 9
Here is a gas-phase ion, C5H8N3O2 (charge -1) in a non-equilibrium geometry from OMol25. Energies are from ωB97M-V/def2-TZVPD.

```
! wB97M-V def2-TZVPD RIJCOSX def2/J DEFGRID3
* xyz -1 1
C 2.69 1.01 0.02
C -0.21 0.46 -1.19
C -0.47 0.82 0.24
C 0.03 -1.04 -1.45
C 0.35 0.35 1.39
N 2.03 1.02 -0.97
N 0.89 1.34 -1.54
N -1.37 1.73 0.53
O -2.30 2.23 -0.21
O 3.67 0.77 0.68
H -1.06 0.80 -1.79
H -0.87 -1.62 -1.27
H 0.83 -1.41 -0.81
H 0.34 -1.16 -2.48
H 0.80 -0.62 1.17
H -0.28 0.24 2.28
H 1.16 1.04 1.62
H -1.33 2.12 1.48
*
```

As for the HOMO-LUMO gap: 6.014 eV. The HOMO energy comes out at -0.084 hartree. The calculation puts the relative energy (zero: lowest compared OMol25 entry of this formula, charge and spin) at 2.1794 eV.


No. 10
Here is 2 unconnected molecules or ions with the total composition C5H8N4 in a non-equilibrium geometry from OMol25. Energies are from ωB97M-V/def2-TZVPD.

```
! wB97M-V def2-TZVPD RIJCOSX def2/J DEFGRID3
* xyz 0 1
C 1.89 -0.88 0.95
C 1.26 0.98 0.29
C -1.47 0.20 -0.99
C 1.10 2.32 -0.26
C -2.00 -1.90 0.02
N 2.34 0.38 0.78
N 0.64 -1.09 0.55
N -2.10 -0.80 -0.81
N 0.29 0.07 0.07
H 2.44 -1.65 1.30
H -1.63 1.19 -1.31
H 0.19 2.30 -0.84
H 0.98 3.09 0.57
H 2.05 2.48 -0.80
H -1.38 -1.72 0.87
H -1.55 -2.73 -0.54
H -3.04 -2.25 0.16
*
```

As for the HOMO-LUMO gap: 9.107 eV. The HOMO energy comes out at -0.318 hartree. The calculation puts the relative energy (zero: lowest compared OMol25 entry of this formula, charge and spin) at 2.8251 eV.


No. 11
Here is C5H8N4O4 in the gas phase in a non-equilibrium geometry from OMol25. Energies are from ωB97M-V/def2-TZVPD.

```
! wB97M-V def2-TZVPD RIJCOSX def2/J DEFGRID3
* xyz 0 1
C 0.82 1.20 -2.17
C -0.69 0.44 -0.09
C -0.25 0.16 -2.56
C -1.68 -0.41 0.63
C 1.52 -0.26 0.73
N 1.27 1.42 -0.98
N 0.58 0.55 -0.03
N 0.39 -1.00 -2.86
N -1.40 0.69 -3.06
O 1.60 -0.95 -2.54
O -2.30 0.08 -3.65
O -0.23 -1.88 -3.39
O -1.45 1.90 -2.92
H 1.26 1.71 -3.07
H -1.25 1.12 -0.81
H -1.19 -0.92 1.49
H -2.05 -1.09 -0.18
H -2.50 0.17 1.00
H 1.71 0.19 1.69
H 1.09 -1.33 0.76
H 2.51 -0.22 0.16
*
```

As for the HOMO-LUMO gap: 8.700 eV. The HOMO energy comes out at -0.335 hartree. The calculation puts the relative energy (zero: lowest compared OMol25 entry of this formula, charge and spin) at 5.9733 eV.


No. 12
Here is a gas-phase ion, C5H8NO (charge -1) in a non-equilibrium geometry from OMol25. Energies are from ωB97M-V/def2-TZVPD.

```
! wB97M-V def2-TZVPD RIJCOSX def2/J DEFGRID3
* xyz -1 1
C -1.19 -1.52 -0.56
C -0.78 -2.20 0.51
C -0.44 -0.19 -0.68
C -0.08 0.25 0.74
C 0.95 1.48 0.91
N 0.46 -0.86 1.50
O 0.08 -0.68 2.71
H -1.89 -1.87 -1.31
H -1.23 -3.19 0.80
H 0.44 -0.18 -1.31
H -1.24 0.50 -1.26
H -0.93 0.69 1.35
H 1.90 1.06 0.58
H 0.96 1.65 1.97
H 0.77 2.44 0.41
*
```

As for the HOMO-LUMO gap (alpha / beta): 6.285 / 6.284 eV. The HOMO energy (alpha / beta) comes out at -0.072 / -0.071 hartree. The calculation puts the relative energy (zero: lowest compared OMol25 entry of this formula, charge and spin) at 3.5403 eV.


- Which of these has the lowest relative energy (zero: lowest compared OMol25 entry of this formula, charge and spin)?
  C5H8N2O5PS2